Molecular formula: C7H8N2
Method: DFT, ωB97M-V with the def2-TZVPD basis set

```
17
Properties=species:S:1:pos:R:3:forces:R:3
C -0.063436 0.088992 -1.509084 -0.1 0.5 0.1
C -0.074015 1.536563 -1.448221 0.0 2.1 0.0
C 0.147856 2.237422 -0.284065 -1.1 0.8 0.2
C 0.424138 1.533177 0.982057 0.0 1.1 1.4
C 0.418079 0.198873 0.940946 -0.8 -2.1 -0.7
C 0.172892 -1.171781 1.743280 2.2 -0.5 0.2
C -0.116996 -1.789376 0.331400 0.7 1.2 0.3
H -0.507400 -1.483484 -2.369065 -0.2 -3.2 0.4
H -0.411967 2.092050 -2.372953 0.5 -0.9 1.2
H -0.143556 3.374376 -0.242334 1.0 -2.3 -0.1
H 0.497294 1.975694 2.010042 0.0 0.1 -1.4
H 1.025006 -1.810003 2.301230 -1.4 2.1 -1.4
H -0.623434 -1.178610 2.477372 -0.4 0.3 -0.3
H 0.601262 -2.593857 0.097239 -0.6 0.3 -0.3
H -1.162430 -2.004705 0.178022 -0.2 -0.6 -0.2
N -0.374513 -0.556121 -2.562192 0.1 2.6 -0.9
N 0.191220 -0.449210 -0.273675 0.4 -1.6 1.6
```
Positions in Å, forces in eV/Å.

- Gap between HOMO and LUMO: 8.618 eV
- SMILES string: [H]/N=c1/cccc2n1CC2
- Net charge: 0
- Spin multiplicity: 1

***

Molecular formula: C7H8N2O
Method: DFT, ωB97M-V with the def2-TZVPD basis set

```
18
Properties=species:S:1:pos:R:3:forces:R:3
C 1.799596 1.719714 -1.723813 -0.5 -0.1 0.7
C 1.140025 1.089458 -0.929422 0.6 0.5 -0.8
C 0.252405 0.310023 -0.036424 0.6 0.7 0.4
N 0.118728 -1.069691 -0.508833 -0.2 0.3 -0.1
C 0.146124 -1.991180 0.625227 -0.3 -0.2 0.2
C 0.732221 -1.153978 1.722096 0.1 0.4 0.0
C 0.798025 0.127400 1.368374 0.2 -0.4 0.2
C -1.090495 1.039342 0.032310 -3.6 -1.7 -3.9
N -2.113514 0.926192 0.729499 -1.9 0.3 -1.4
H 2.364124 2.375837 -2.363181 -0.2 -0.4 0.2
H -0.645854 -1.199689 -1.162234 0.1 0.1 0.2
H -0.858234 -2.351311 0.915413 0.2 0.1 0.0
H 0.757126 -2.878822 0.400145 -0.1 0.3 0.0
H 1.055649 -1.564231 2.678081 -0.1 0.1 -0.3
H 1.177521 0.964092 1.951827 -0.2 -0.3 -0.2
O -1.744143 1.200648 -1.445651 3.4 0.0 1.3
H -0.994237 1.426195 -2.012543 -0.2 0.2 -0.7
H -2.895067 1.030003 -0.240871 2.0 0.1 4.2
```
Positions in Å, forces in eV/Å.

- Gap between HOMO and LUMO: 10.098 eV
- SMILES string: [H]/N=C(\O)[C@@]1(C#C)C=CCN1
- Net charge: 0
- Spin multiplicity: 1

***

Molecular formula: C7H8N2O
Method: DFT, ωB97M-V with the def2-TZVPD basis set

```
18
Properties=species:S:1:pos:R:3:forces:R:3
C -1.541344 -0.928748 0.823275 0.0 0.0 -1.1
C -1.751640 1.323160 0.825970 0.9 -0.6 -1.7
C -1.408777 0.114315 -1.441871 -1.6 -0.5 0.7
C 1.164580 -0.614600 1.281420 1.1 -1.0 -0.9
C 1.420764 0.149198 -1.261346 -3.4 -0.2 0.2
C 0.867104 0.337182 0.144498 -2.5 0.7 0.6
C -1.256429 0.199716 0.019119 1.7 1.1 1.5
N -1.626359 -1.806735 1.544415 -0.4 -1.3 0.8
N -2.053553 2.158420 1.540837 -0.4 0.8 0.6
O -1.669885 1.081782 -2.102108 0.5 -0.5 -0.6
H -1.396406 -0.985802 -1.746954 0.3 1.1 -0.5
H 1.268214 0.008326 2.191759 0.1 -0.9 -0.3
H 0.386208 -1.414635 1.394585 0.7 0.9 0.2
H 2.068510 -1.276679 1.027971 -0.8 1.3 0.6
H 0.935769 0.737741 -2.071967 0.5 0.1 0.9
H 2.395669 0.390897 -1.124237 3.2 0.9 -0.2
H 1.351417 -0.867501 -1.595757 0.1 -0.8 0.1
H 0.846161 1.393971 0.550384 0.0 -1.1 -1.0
```
Positions in Å, forces in eV/Å.

- Gap between HOMO and LUMO: 9.666 eV
- Net charge: 0
- Spin multiplicity: 1

***

Molecular formula: C7H8N2O
Method: DFT, ωB97M-V with the def2-TZVPD basis set

```
18
Properties=species:S:1:pos:R:3:forces:R:3
C 0.060212 -2.226108 0.057412 -0.7 1.2 -1.0
C 1.096765 -1.211539 0.063443 0.8 -0.1 1.2
C -1.222454 -1.806315 -0.039753 -1.7 0.0 1.8
C -1.059485 1.711065 -0.042405 2.3 -0.3 -1.1
C 0.853940 0.101245 -0.063327 0.9 -1.2 -1.1
C -0.413032 0.509684 -0.731318 -2.3 -1.5 0.3
C 1.824387 1.194288 0.254149 -3.5 2.1 -0.5
N -2.159996 1.495293 0.484183 -1.6 -0.1 0.6
N -1.599521 -0.555329 -0.426614 3.0 3.4 -1.6
O -2.635427 0.255323 0.222203 -0.2 -1.5 0.5
H 0.248681 -3.268230 0.055801 0.3 -0.7 0.4
H 2.075011 -1.492499 0.505080 -0.6 0.0 -0.5
H -2.111475 -2.318376 0.351558 0.6 -0.6 -0.6
H -0.519896 2.620672 0.194180 -0.3 0.1 -0.3
H -0.324403 0.488767 -1.851350 -0.1 0.6 1.0
H 1.229645 1.682491 1.139937 1.8 0.0 -1.5
H 1.851260 1.876386 -0.686795 0.1 -0.6 1.8
H 2.805786 0.943182 0.513613 1.2 -0.7 0.5
```
Positions in Å, forces in eV/Å.

- Gap between HOMO and LUMO: 8.487 eV
- SMILES string: CC1=CC=CN2ON=C[C@@H]12
- Net charge: 0
- Spin multiplicity: 1

***

LUMO, record by record: 0.816 0.688 -0.601 0.757 eV
Energy above the lowest of the compared OMol25 structures with the same formula, charge and spin, record by record: 150.9 506.2 340.4 509.1 kJ/mol
Calculated total energy, record by record: -10366.6183 -12411.1527 -12412.8706 -12411.1221 eV